[1]
{"formula": "C25H33BBr2N4OReS6", "method": "ωB97M-V/def2-TZVPD", "homo_ev": [-12.68, -12.78], "charge": 2, "e_lumo_ev": [-6.97, -7.65], "spin_multiplicity": 4, "orbital_gap_ev": [5.70, 5.13], "elements": ["Re", "Br", "C", "Br", "H", "H", "C", "C", "S", "C", "C", "S", "C", "C", "S", "H", "H", "H", "H", "H", "H", "H", "H", "H", "H", "H", "H", "C", "N", "C", "C", "N", "B", "N", "C", "C", "N", "C", "C", "S", "C", "S", "H", "H", "H", "H", "H", "H", "H", "H", "H", "H", "H", "H", "C", "C", "O", "S", "C", "C", "C", "C", "C", "C", "C", "C", "H", "H", "H", "H", "H", "H", "H"], "xyz": [[1.095, 0.082, -0.539], [0.483, 1.673, -2.831], [-1.370, 2.287, -3.020], [-2.461, 2.116, -1.467], [-1.798, 1.708, -3.824], [-1.289, 3.332, -3.272], [4.136, 2.370, -2.733], [4.512, 1.449, -1.570], [3.306, 1.206, -0.235], [3.546, 2.504, 1.012], [3.229, 3.956, 0.661], [1.759, 4.182, -0.379], [2.333, 5.490, -1.500], [3.047, 5.013, -2.759], [4.601, 4.108, -2.494], [3.074, 2.322, -2.952], [4.674, 2.021, -3.613], [5.422, 1.781, -1.069], [4.689, 0.436, -1.935], [4.593, 2.414, 1.304], [2.935, 2.149, 1.841], [4.065, 4.393, 0.129], [3.082, 4.497, 1.595], [2.953, 6.181, -0.930], [1.431, 6.033, -1.786], [3.325, 5.883, -3.356], [2.393, 4.391, -3.372], [-2.217, 2.862, 2.185], [-1.884, 1.514, 2.666], [-2.623, 0.815, 3.598], [-2.001, -0.373, 3.770], [-0.887, -0.399, 2.958], [-0.032, -1.709, 2.730], [1.507, -1.363, 2.855], [2.177, -1.067, 4.023], [3.504, -1.069, 3.762], [3.643, -1.359, 2.419], [4.921, -1.538, 1.725], [2.417, -1.528, 1.890], [2.065, -1.926, 0.228], [-0.841, 0.752, 2.286], [0.454, 1.393, 1.306], [-3.044, 2.813, 1.483], [-1.355, 3.302, 1.695], [-2.502, 3.480, 3.030], [-3.508, 1.228, 4.054], [-2.251, -1.205, 4.409], [-0.325, -2.490, 3.600], [-0.242, -2.106, 1.621], [1.656, -0.902, 4.953], [4.354, -0.900, 4.404], [5.652, -0.858, 2.151], [4.786, -1.319, 0.670], [5.272, -2.561, 1.837], [-7.239, -6.297, -0.905], [-6.150, -6.334, -1.933], [-5.345, -7.183, -2.117], [-6.157, -4.808, -3.071], [-4.789, -3.934, -2.477], [-3.835, -4.443, -1.568], [-2.773, -3.672, -1.184], [-2.606, -2.362, -1.697], [-3.566, -1.856, -2.612], [-4.629, -2.622, -2.991], [-1.514, -1.600, -1.324], [-0.543, -0.914, -0.947], [-7.160, -7.152, -0.236], [-8.203, -6.318, -1.420], [-7.191, -5.359, -0.352], [-3.916, -5.454, -1.191], [-2.034, -4.066, -0.496], [-3.450, -0.853, -3.004], [-5.360, -2.234, -3.690]], "forces_ev_per_angstrom": [[-0.82, -0.25, 0.20], [0.01, -0.05, 0.23], [-0.19, -0.12, 0.12], [0.13, -0.04, -0.04], [0.00, -0.10, -0.07], [0.08, 0.16, -0.04], [0.07, 0.02, 0.12], [-0.17, 0.10, -0.11], [0.41, 0.23, 0.29], [0.01, 0.10, -0.14], [-0.10, -0.09, -0.05], [-0.01, 0.01, -0.04], [0.03, -0.09, 0.01], [0.01, -0.06, 0.05], [0.03, 0.06, 0.05], [0.00, -0.02, -0.01], [0.01, -0.07, -0.04], [0.03, -0.02, -0.04], [0.01, -0.02, -0.01], [-0.02, 0.02, 0.06], [0.04, -0.02, 0.02], [0.07, 0.03, -0.03], [0.07, 0.01, 0.06], [-0.01, 0.01, -0.01], [0.00, 0.05, 0.00], [-0.05, 0.00, -0.02], [0.02, 0.05, 0.01], [0.05, -0.21, 0.13], [-0.25, 0.36, -0.05], [0.05, 0.20, -0.16], [0.21, -0.11, -0.08], [-0.01, -0.21, -0.04], [0.08, 0.08, 0.11], [-0.17, -0.20, 0.07], [-0.21, -0.06, -0.14], [0.15, 0.03, -0.17], [0.27, 0.03, -0.04], [-0.16, 0.01, 0.08], [0.09, 0.14, 0.30], [-0.23, 0.25, -0.09], [-0.20, -0.10, 0.17], [0.28, -0.43, -0.51], [-0.05, -0.04, -0.02], [0.04, -0.02, -0.02], [0.00, 0.01, 0.08], [0.07, 0.00, -0.05], [0.05, 0.06, -0.10], [0.03, 0.16, -0.07], [-0.01, -0.06, 0.10], [0.02, -0.04, -0.10], [-0.06, -0.04, -0.09], [-0.01, 0.04, 0.02], [-0.04, 0.03, -0.02], [-0.02, -0.05, 0.04], [-0.01, -0.01, -0.15], [0.00, 0.02, -0.06], [-0.06, 0.13, 0.09], [-0.07, -0.07, 0.23], [0.13, -0.07, -0.03], [-0.08, 0.00, -0.02], [0.01, 0.01, -0.04], [0.02, 0.02, -0.04], [0.03, 0.00, 0.02], [-0.06, -0.09, 0.00], [0.22, 0.26, 0.23], [0.13, 0.07, -0.11], [0.04, 0.00, -0.06], [0.03, 0.03, 0.02], [0.01, -0.01, -0.01], [-0.02, 0.06, -0.03], [-0.03, 0.03, -0.02], [0.01, -0.05, 0.03], [0.03, -0.03, 0.04]], "lowdin_charge": [0.61, 0.71, -0.94, 0.69, 0.01, 0.01, -0.52, -0.46, 0.72, -0.49, -0.51, 0.79, -0.52, -0.52, 0.91, -0.01, 0.08, 0.09, 0.08, 0.09, 0.03, 0.04, 0.09, 0.09, 0.08, 0.08, 0.06, -0.01, -0.10, -0.01, -0.02, 0.02, -0.40, -0.01, -0.02, -0.01, -0.10, 0.00, -0.66, 0.69, -0.59, 0.69, 0.07, 0.06, 0.11, 0.14, 0.13, 0.09, 0.04, 0.14, 0.14, 0.10, 0.05, 0.11, -0.04, -0.64, 0.10, 1.06, -0.51, -0.05, 0.01, -0.23, -0.01, -0.09, -0.05, -0.29, 0.10, 0.10, 0.09, 0.11, 0.13, 0.11, 0.11]}

[2]
{"formula": "C25H33BHfN3O3", "method": "ωB97M-V/def2-TZVPD", "homo_ev": -17.89, "de_lowest_kcal_mol": 28.4, "charge": 3, "e_lumo_ev": -10.32, "orbital_gap_ev": 7.57, "elements": ["Hf", "C", "C", "C", "C", "N", "C", "C", "C", "C", "C", "C", "N", "C", "C", "C", "C", "C", "N", "H", "H", "H", "H", "H", "H", "H", "H", "H", "H", "H", "C", "C", "O", "C", "C", "H", "H", "H", "H", "H", "H", "H", "H", "H", "H", "C", "C", "C", "O", "B", "O", "C", "C", "C", "H", "H", "H", "H", "H", "H", "H", "H", "H", "H", "H", "H"], "xyz": [[0.388, -0.718, -0.721], [-3.503, -3.087, -0.109], [-3.426, -3.552, 1.198], [-2.255, -3.359, 1.914], [-1.192, -2.679, 1.324], [-1.248, -2.274, 0.029], [-2.387, -2.478, -0.653], [0.033, -2.312, 2.069], [0.189, -2.546, 3.434], [1.345, -2.110, 4.062], [2.312, -1.439, 3.328], [2.102, -1.215, 1.967], [0.982, -1.664, 1.359], [3.038, -0.445, 1.113], [4.225, 0.100, 1.599], [5.034, 0.848, 0.755], [4.629, 1.057, -0.556], [3.439, 0.487, -0.972], [2.661, -0.265, -0.178], [-4.405, -3.198, -0.689], [-4.261, -4.056, 1.656], [-2.190, -3.735, 2.922], [-2.385, -2.134, -1.684], [-0.573, -3.038, 4.012], [1.484, -2.277, 5.120], [3.194, -1.083, 3.831], [4.521, -0.048, 2.623], [5.960, 1.262, 1.119], [5.222, 1.646, -1.237], [3.085, 0.624, -1.989], [1.543, -3.208, -2.077], [1.707, -2.127, -3.140], [0.670, -1.122, -2.996], [-0.378, -1.155, -4.016], [-1.140, 0.158, -3.985], [2.308, -3.969, -2.234], [0.578, -3.715, -2.170], [1.691, -2.802, -1.058], [1.669, -2.563, -4.143], [2.674, -1.619, -3.025], [-1.044, -2.005, -3.821], [0.094, -1.283, -4.995], [-1.620, 0.335, -3.016], [-1.917, 0.127, -4.748], [-0.478, 0.988, -4.229], [-3.020, 3.043, -0.628], [-2.105, 2.607, 0.513], [-2.855, 2.648, 1.833], [-1.727, 1.217, 0.198], [-0.473, 1.220, -0.342], [0.136, 2.419, -0.239], [-0.721, 3.345, 0.513], [-0.084, 3.456, 1.897], [-0.720, 4.702, -0.172], [-3.842, 2.336, -0.697], [-2.489, 3.044, -1.578], [-3.427, 4.031, -0.437], [-3.808, 2.141, 1.710], [-3.048, 3.680, 2.112], [-2.308, 2.159, 2.634], [-0.043, 2.484, 2.388], [-0.641, 4.148, 2.516], [0.928, 3.835, 1.784], [-1.015, 4.640, -1.215], [0.281, 5.122, -0.127], [-1.400, 5.371, 0.346]], "forces_ev_per_angstrom": [[2.03, -4.16, -0.14], [0.21, 0.01, 0.07], [0.19, 0.13, -0.27], [0.38, 0.25, -0.31], [-0.26, -0.24, 0.12], [0.54, 1.03, 0.10], [-0.11, 0.03, -0.34], [0.07, -0.06, 0.39], [0.10, 0.08, -0.47], [-0.01, 0.03, -0.25], [-0.12, 0.01, -0.42], [0.03, -0.13, 0.46], [-0.44, 0.91, -0.77], [0.34, 0.10, 0.20], [-0.44, -0.24, -0.25], [-0.22, -0.06, -0.22], [-0.13, -0.19, 0.13], [0.09, 0.12, -0.40], [-1.27, 0.06, 0.12], [-0.02, -0.02, -0.12], [-0.16, -0.08, 0.05], [0.06, 0.04, 0.11], [-0.14, -0.02, 0.06], [-0.11, -0.09, 0.01], [0.02, -0.01, 0.07], [0.14, 0.05, -0.04], [0.01, -0.06, 0.10], [0.11, 0.09, 0.05], [0.00, 0.03, -0.11], [0.07, 0.09, 0.00], [-0.01, 0.15, -0.41], [0.77, -0.75, 0.10], [-0.20, 0.38, 1.69], [-0.86, 0.48, -0.53], [0.35, -0.29, 0.01], [0.08, 0.03, 0.18], [0.02, 0.12, 0.15], [0.08, -0.41, -0.15], [-0.11, 0.23, 0.17], [-0.28, -0.03, -0.15], [0.28, 0.00, -0.01], [0.13, -0.08, 0.27], [-0.08, 0.05, 0.01], [-0.09, -0.01, 0.07], [-0.01, 0.06, 0.09], [0.22, -0.32, 0.19], [-0.17, 0.65, -0.13], [0.19, -0.27, -0.32], [0.02, -1.04, -0.12], [-1.52, 3.30, 1.23], [0.72, -0.15, -0.68], [-0.17, 0.13, 0.44], [-0.05, -0.14, -0.41], [0.12, -0.35, -0.04], [-0.13, 0.01, 0.00], [0.00, 0.08, -0.09], [-0.03, 0.12, -0.05], [-0.15, 0.00, 0.04], [-0.04, 0.09, 0.05], [0.08, 0.02, 0.08], [-0.02, -0.06, 0.11], [-0.07, 0.08, 0.16], [0.08, 0.04, 0.02], [-0.05, -0.01, -0.04], [0.06, 0.09, 0.04], [-0.07, 0.13, 0.07]], "lowdin_charge": [1.96, 0.02, 0.04, 0.05, -0.18, -0.01, -0.08, -0.16, 0.06, 0.04, 0.06, -0.16, 0.04, -0.18, 0.05, 0.04, 0.02, -0.08, -0.01, 0.14, 0.14, 0.13, 0.12, 0.13, 0.15, 0.13, 0.13, 0.14, 0.14, 0.13, -0.06, -0.21, -0.32, -0.19, -0.03, 0.12, 0.10, 0.04, 0.15, 0.13, 0.13, 0.15, 0.06, 0.11, 0.10, 0.01, -0.44, 0.01, 0.05, -0.76, 0.08, -0.44, 0.00, 0.02, 0.10, 0.09, 0.11, 0.10, 0.11, 0.09, 0.09, 0.11, 0.10, 0.09, 0.10, 0.11]}